Entry 1:
Molecular formula: C4H14N4
Method: DFT, wB97M-V/def2-TZVPD

The geometry in XYZ format:
```
22
Properties=species:S:1:pos:R:3:forces:R:3:mulliken_charge:R:1
C -0.6669 1.5469 1.5750 -0.47 1.19 -0.30 -0.2050
C -0.6873 2.3051 0.4776 -0.32 0.33 0.97 -0.8531
N 0.2913 -0.7358 1.0750 0.48 -0.64 -0.31 0.2647
N -0.5893 -1.7241 1.5497 -0.07 -0.22 0.00 -0.6235
N 1.6214 -0.8905 1.5768 -0.23 -0.37 -0.18 -0.6411
H 2.0641 0.0149 1.5563 0.10 0.17 -0.01 0.2331
H 2.1754 -1.5414 1.0161 -0.11 0.19 0.02 0.2561
H -0.7102 -1.5746 2.5485 0.04 -0.04 -0.18 0.2360
H -0.2120 -2.6672 1.4192 -0.01 0.23 0.12 0.2267
H 0.1284 1.6204 2.2988 0.26 -0.19 -0.03 0.2561
H -1.5356 0.9824 1.8795 0.03 -0.22 -0.10 0.1763
H -0.1137 1.1154 -1.4362 0.39 -0.76 -0.66 0.1679
H -1.5837 2.3903 -0.1194 -0.01 -0.20 -0.23 0.3378
H 0.1021 3.0118 0.2644 0.20 -0.09 -0.13 0.2794
C -0.8663 -0.7549 -2.3775 -0.08 0.05 -0.12 -0.9970
C 0.2209 0.1749 -1.9592 -0.37 0.84 0.48 0.2162
N 1.4301 -0.1412 -2.1259 0.57 -0.19 -0.25 -0.6190
H 2.1005 0.5661 -1.8231 -0.31 0.09 0.14 0.2668
H 0.2731 -0.7712 0.0510 0.06 -0.11 0.65 0.0690
H -1.4946 -0.2659 -3.1259 -0.05 -0.04 0.03 0.3538
H -0.4478 -1.6675 -2.7957 0.02 0.00 -0.01 0.2855
H -1.4999 -0.9940 -1.5250 -0.14 -0.04 0.09 0.3133
```
Positions in Å, forces in eV/Å.

Computed properties:
- relative energy (zero: lowest compared OMol25 entry of this formula, charge and spin) (kcal per mole) = 89.7
- molecular weight (g mol⁻¹) = 118.18
- lowest unoccupied orbital energy (eV) = 0.97
- E (Eh) = -379.69079



Entry 2:
Molecular formula: C4H14N4
Method: DFT, wB97M-V/def2-TZVPD

The geometry in XYZ format:
```
22
Properties=species:S:1:pos:R:3:forces:R:3:mulliken_charge:R:1
C 0.8945 -1.1243 0.6315 1.44 3.23 0.48 -0.4267
C -2.7299 0.6479 0.2724 0.77 -0.45 0.41 -0.9531
C 2.0658 -1.7208 -0.1092 0.06 0.04 0.04 -1.0752
N -1.4217 0.0098 0.0305 -3.66 1.16 0.37 -0.2185
H -1.5174 -0.8894 0.5009 1.66 0.69 -0.69 0.1803
H 0.0428 -1.8016 0.5668 -0.27 0.84 -0.44 0.2422
H 1.1008 -0.9834 1.6912 0.11 -0.22 0.10 0.3832
H -2.9253 1.3983 -0.4982 -0.36 -0.05 0.30 0.3251
H -2.7899 1.0402 1.2951 0.12 0.78 -0.19 0.2729
H -3.5022 -0.1242 0.3237 -0.15 0.04 -0.72 0.2988
H 2.9488 -1.0844 -0.0293 -0.08 -0.09 -0.08 0.2937
H 1.8209 -1.8655 -1.1649 0.11 0.02 0.08 0.2603
H 2.3010 -2.7043 0.3144 -0.01 0.07 -0.08 0.3752
N 1.0341 1.4921 1.2714 -0.80 -0.39 1.02 -0.7752
N -0.1372 0.4132 -1.9515 0.81 0.34 -0.35 -0.4298
C -0.3540 0.7947 -0.5888 -0.50 -1.53 0.98 -0.1371
N 0.8518 0.5877 0.1742 1.32 -3.69 -1.36 0.0793
H 1.8737 1.1906 1.7663 -0.15 0.10 -0.31 0.2541
H 1.2433 2.4193 0.8968 0.07 -0.44 -0.23 0.2331
H 0.6425 -0.1988 -2.1501 -0.49 0.26 -0.17 0.1303
H -0.8400 0.6370 -2.6448 0.40 -0.42 0.34 0.1769
H -0.6024 1.8659 -0.5983 -0.38 -0.29 0.50 0.5103
```
Positions in Å, forces in eV/Å.

Computed properties:
- relative energy (zero: lowest compared OMol25 entry of this formula, charge and spin) (kcal per mole) = 94.9
- molecular weight (g mol⁻¹) = 118.18
- lowest unoccupied orbital energy (eV) = 1.10
- E (Eh) = -379.68257



Entry 3:
Molecular formula: C4H14N4
Method: DFT, wB97M-V/def2-TZVPD

The geometry in XYZ format:
```
22
Properties=species:S:1:pos:R:3:forces:R:3:mulliken_charge:R:1
C -1.1273 0.1250 0.0110 -0.02 0.93 -0.21 0.8507
C 0.4782 0.3529 0.0995 -1.69 -0.18 0.07 0.2202
C 1.0717 -0.8162 0.8644 1.92 0.59 0.44 -0.8512
C 1.1033 0.5315 -1.2876 -0.13 0.00 0.06 -1.7082
N -1.7648 1.3222 -0.4228 0.31 2.15 -1.42 -0.5005
N -1.7457 -0.2049 1.2454 0.43 -1.28 2.30 -0.4495
N -1.4768 -0.8982 -0.9087 -0.53 -1.66 -1.18 -0.5962
N 2.5632 -0.6670 1.0804 -0.59 -0.35 -0.26 -0.6554
H 0.6429 1.2742 0.6732 -0.07 -0.10 0.07 0.3657
H -2.7733 1.4327 -0.3724 0.67 -0.31 0.18 0.1816
H -1.2457 2.1303 -0.7529 -0.25 -0.56 0.12 0.1361
H -2.6114 -0.7344 1.2891 0.64 0.29 -0.36 0.1938
H -1.3725 0.1194 2.1332 -0.26 -0.01 -0.61 0.1414
H -1.1990 -1.8647 -0.7635 0.00 0.58 0.07 0.1549
H -1.7943 -0.6718 -1.8460 0.43 0.16 0.62 0.1760
H 2.8054 0.2416 1.4755 -0.29 -0.24 -0.12 0.2610
H 3.0882 -0.7563 0.2099 -0.33 0.04 0.26 0.2634
H 0.6405 -0.8925 1.8661 -0.05 -0.07 -0.27 0.2600
H 0.9095 -1.7648 0.3448 0.00 0.10 0.04 0.3942
H 0.5682 1.2844 -1.8748 0.04 -0.13 0.05 0.4272
H 2.1435 0.8630 -1.2114 -0.14 -0.03 0.08 0.4236
H 1.0962 -0.4064 -1.8522 -0.09 0.09 0.08 0.3113
```
Positions in Å, forces in eV/Å.

Computed properties:
- relative energy (zero: lowest compared OMol25 entry of this formula, charge and spin) (kcal per mole) = 18.2
- molecular weight (g mol⁻¹) = 118.18
- lowest unoccupied orbital energy (eV) = 1.07
- E (Eh) = -379.80473



Entry 4:
Molecular formula: C4H14N4
Method: DFT, wB97M-V/def2-TZVPD

The geometry in XYZ format:
```
22
Properties=species:S:1:pos:R:3:forces:R:3:mulliken_charge:R:1
C 1.6209 0.7931 -0.4674 -0.92 -0.49 -0.70 -0.8529
C 2.6496 -0.3105 -0.5565 0.20 0.18 -0.08 -0.9527
N 0.4892 0.1827 1.6227 0.03 -0.05 0.70 -0.6483
H 0.0327 1.0452 1.9400 0.04 0.07 -0.15 0.2203
H 1.4188 0.2475 2.0450 0.05 0.05 -0.10 0.2211
H 1.8606 1.5600 0.2551 -0.08 0.07 0.15 0.3900
H 1.4267 1.2718 -1.4328 0.33 0.11 0.00 0.3308
H 3.6279 0.1000 -0.8291 -0.01 -0.12 0.03 0.3266
H 2.3855 -1.0477 -1.3187 -0.01 0.03 0.03 0.2950
H 2.7594 -0.8339 0.3936 0.01 -0.03 0.01 0.2637
C -1.8278 -1.3275 0.8059 0.27 0.08 0.13 -0.7771
N -1.5949 -0.3808 -0.2747 -0.43 0.31 -0.06 0.3645
N -0.5629 -0.4763 -1.1184 -0.69 -0.55 -0.20 -0.8318
C -2.3156 0.8225 -0.3100 0.22 -0.17 -0.08 0.1688
N -2.1384 1.7945 -1.1021 0.02 -0.14 0.08 -0.6619
H 0.4623 0.2044 -0.5213 1.46 1.00 0.42 0.2932
H -0.1857 -1.4194 -1.0252 -0.03 -0.02 0.04 0.3311
H -1.3792 1.5916 -1.7554 -0.02 -0.04 0.06 0.3182
H -3.0948 0.8649 0.4467 -0.01 -0.02 0.01 0.2865
H -1.0938 -1.1182 1.6070 -0.44 -0.28 -0.24 0.2949
H -2.8509 -1.2205 1.1629 0.04 0.00 -0.02 0.3394
H -1.6899 -2.3434 0.4327 -0.03 0.03 -0.01 0.2806
```
Positions in Å, forces in eV/Å.

Computed properties:
- relative energy (zero: lowest compared OMol25 entry of this formula, charge and spin) (kcal per mole) = 140.8
- molecular weight (g mol⁻¹) = 118.18
- lowest unoccupied orbital energy (alpha / beta) (eV) = -0.37 / -0.44
- E (Eh) = -379.60936